1.
Molecular formula: C33H51N10OPPdSSi
Method: DFT, ωB97M-V/def2-TZVPD

HOMO level (spin up / spin down) = -11.83 / -13.21 eV
gap between HOMO and LUMO (spin up / spin down) = 0.260 / 0.186 Eh
net charge = +2
relative energy (zero: lowest compared OMol25 entry of this formula, charge and spin) = 0.0 kJ/mol
spin multiplicity = 5

Structure (XYZ):
```
99
Properties=species:S:1:pos:R:3:forces:R:3
Pd 0.3712 0.4217 0.0682 0.056 -0.128 0.148
C -3.5428 0.3835 6.1105 -0.023 0.034 0.043
Si -3.3350 -0.0998 4.3282 0.079 0.014 -0.106
C -2.8001 -1.8819 4.1946 -0.010 -0.055 0.081
C -4.8560 0.2559 3.3181 -0.060 -0.007 -0.046
C -1.9543 1.0458 3.6158 0.005 0.108 0.085
C -1.5798 2.2105 4.3043 0.020 -0.073 0.019
C -0.6218 3.0633 3.7963 0.050 0.024 -0.058
C -0.0166 2.7631 2.5660 -0.062 0.065 -0.016
N -0.3448 1.6917 1.8806 0.087 -0.058 0.109
C -1.2851 0.8431 2.3962 -0.064 0.118 -0.151
S -1.5821 -0.4813 1.3568 -0.132 -0.138 -0.064
H -4.2254 -0.3246 6.5858 -0.003 0.004 0.002
H -3.9794 1.3757 6.2383 0.020 0.006 -0.015
H -2.6026 0.3440 6.6646 -0.001 -0.008 0.005
H -3.3663 -2.4662 4.9241 0.006 -0.018 -0.013
H -1.7418 -2.0194 4.4263 0.003 0.009 0.010
H -2.9957 -2.3055 3.2104 0.002 0.007 -0.010
H -5.7081 -0.3028 3.7116 0.004 -0.004 0.002
H -4.7248 -0.0383 2.2740 0.016 0.002 0.010
H -5.1180 1.3152 3.3437 0.000 0.000 0.009
H -2.0417 2.4456 5.2544 -0.021 -0.008 0.008
H -0.3294 3.9581 4.3284 -0.004 0.002 0.000
H 0.7347 3.4137 2.1351 0.011 -0.009 0.003
C 3.0147 -1.9045 3.5006 0.004 -0.009 0.011
N 3.7202 -1.2187 2.4263 -0.013 0.000 -0.024
C 5.1781 -1.1450 2.5079 -0.020 0.008 0.000
C 3.0037 -0.6244 1.4516 0.052 0.067 -0.100
N 1.7244 -0.4365 1.5043 0.093 -0.025 0.109
N 3.7447 -0.2441 0.3385 -0.111 0.007 -0.004
C 3.3826 0.5704 -0.7210 0.078 -0.141 0.047
N 4.3534 0.6640 -1.6664 -0.026 -0.012 -0.005
N 2.2419 1.1567 -0.8042 -0.002 0.059 -0.003
H 3.7085 -2.5731 4.0017 0.005 -0.004 -0.008
H 2.2026 -2.5086 3.0950 -0.004 0.005 0.005
H 2.6188 -1.2058 4.2431 -0.003 0.009 -0.004
H 5.4667 -1.1874 3.5547 0.009 -0.010 0.001
H 5.5417 -0.1968 2.1160 0.006 -0.003 0.006
H 5.6602 -1.9768 1.9880 0.004 0.008 -0.002
H 1.3387 -0.6396 2.4158 0.002 -0.068 -0.001
H 4.6290 -0.7129 0.2396 0.004 -0.013 -0.016
H 5.3014 0.3909 -1.4726 0.011 0.032 0.008
H 4.2314 1.3193 -2.4188 0.016 0.003 -0.002
H 2.1557 1.6723 -1.6703 0.001 0.139 0.042
N -5.6366 5.1907 -7.1100 -0.001 -0.014 0.005
C -4.9371 4.7941 -6.2904 -0.006 0.016 -0.020
C -4.0566 4.3002 -5.2668 -0.008 0.006 0.001
C -3.8880 2.9306 -5.0933 0.005 0.004 0.002
C -3.0350 2.4618 -4.1088 0.016 -0.025 -0.033
C -2.3391 3.3375 -3.2799 -0.033 0.057 0.067
C -2.5228 4.7072 -3.4647 -0.023 -0.006 0.002
C -3.3697 5.1905 -4.4472 0.028 -0.003 0.029
C -1.4491 2.8833 -2.1433 0.075 0.101 -0.135
C -1.1394 1.4703 -1.8849 -0.329 0.340 -0.262
H -4.4211 2.2399 -5.7325 0.002 0.002 -0.005
H -2.9012 1.3940 -4.0110 0.011 0.000 0.009
H -2.0155 5.4159 -2.8233 0.009 -0.008 0.003
H -3.5054 6.2554 -4.5760 -0.009 -0.002 -0.011
O 0.5740 -1.1864 -1.4421 -0.014 0.130 -0.308
P -0.2970 -0.9574 -2.6573 0.069 0.212 0.258
N -0.6510 0.6835 -2.9025 0.126 -0.185 0.001
C 0.0756 1.5371 -3.9009 -0.039 -0.065 0.052
C 0.6409 2.8909 -3.3628 0.040 0.007 -0.003
C -0.0788 3.5390 -2.1361 0.033 -0.017 0.036
C -2.1914 2.1311 -1.0515 0.096 -0.316 0.103
N -1.7595 -1.6417 -2.4683 -0.085 -0.047 0.196
C -3.1225 -1.1525 -2.6743 0.030 0.002 -0.096
C -3.8313 -1.5586 -1.3858 -0.040 0.024 0.021
C -3.1508 -2.8744 -0.9694 -0.019 -0.060 0.030
C -1.8625 -2.9593 -1.8129 0.012 -0.018 -0.055
N 0.4671 -1.4425 -4.0029 -0.025 -0.226 -0.054
C -0.2854 -1.7579 -5.2387 -0.028 0.015 -0.009
C 0.6082 -2.7573 -5.9881 -0.015 0.008 -0.038
C 1.5340 -3.3204 -4.9117 0.030 -0.031 0.016
C 1.7822 -2.1121 -4.0207 0.043 0.071 0.024
H -0.6312 1.7537 -4.6994 0.005 0.013 -0.014
H 0.8754 0.9369 -4.3298 0.007 0.027 0.017
H 0.5743 3.5761 -4.2088 -0.008 0.015 0.013
H 1.7125 2.8076 -3.1636 0.009 -0.035 0.006
H -0.0808 4.6248 -2.2320 -0.007 0.005 -0.023
H 0.4460 3.2964 -1.2087 -0.029 0.007 0.000
H -3.2386 1.9457 -1.2842 -0.017 0.047 0.042
H -1.9866 2.2758 0.0036 -0.001 0.029 -0.003
H -3.5707 -1.6508 -3.5404 0.006 0.015 0.000
H -3.1379 -0.0829 -2.8471 0.004 -0.006 0.015
H -4.9062 -1.6623 -1.5226 0.004 -0.011 -0.010
H -3.6703 -0.7834 -0.6316 0.011 -0.009 0.003
H -3.7892 -3.7336 -1.1671 -0.001 0.007 -0.009
H -2.9272 -2.8872 0.0976 0.000 0.009 -0.010
H -1.9478 -3.7416 -2.5721 0.002 -0.001 0.014
H -0.9696 -3.1542 -1.2216 -0.012 0.004 0.010
H -0.4649 -0.8568 -5.8291 -0.015 0.001 0.012
H -1.2550 -2.1881 -4.9767 0.019 -0.017 -0.012
H 1.1920 -2.2377 -6.7489 0.007 0.005 0.013
H 0.0214 -3.5218 -6.4925 0.003 -0.001 0.003
H 2.4539 -3.7351 -5.3198 -0.002 0.004 -0.003
H 1.0336 -4.1037 -4.3382 -0.016 0.010 -0.001
H 2.5315 -1.4515 -4.4698 -0.002 0.004 0.005
H 2.0941 -2.3520 -3.0072 -0.001 -0.029 -0.008
```
Forces are in eV/Å.

2.
Molecular formula: C5H13O3Tm
Method: DFT, ωB97M-V/def2-TZVPD

HOMO level (spin up / spin down) = -18.03 / -17.98 eV
gap between HOMO and LUMO (spin up / spin down) = 0.314 / 0.304 Eh
net charge = +2
relative energy (zero: lowest compared OMol25 entry of this formula, charge and spin) = 145.7 kJ/mol
spin multiplicity = 3

Structure (XYZ):
```
22
Properties=species:S:1:pos:R:3:forces:R:3
C -0.2914 -2.4754 -0.1667 -0.161 -0.888 0.781
O 0.1827 -1.4548 -1.0576 -0.806 0.095 -0.867
H -0.1758 -2.1604 0.8774 0.004 -0.017 -0.286
H -1.3464 -2.6547 -0.3991 0.088 -0.090 0.015
H 0.2826 -3.3943 -0.3399 -0.264 0.186 -0.019
C 1.5763 -1.1747 -0.9392 1.507 0.064 0.594
O 1.8311 -0.5196 0.2407 0.040 -0.281 -0.215
C 1.6779 0.8880 0.2885 0.070 0.225 0.168
C 0.4270 1.3123 1.0221 1.051 0.277 0.881
O -0.7602 1.1442 0.2441 -0.310 -0.386 -1.158
C -1.9182 1.6758 0.8945 -0.746 0.495 0.730
H 1.8829 -0.6027 -1.8276 -0.153 -0.021 0.052
H 2.1156 -2.1293 -0.8996 -0.173 0.195 -0.165
H 1.7416 1.3361 -0.7169 -0.010 -0.044 0.033
H 2.5281 1.2771 0.8643 -0.182 -0.045 -0.172
H 0.3123 0.7273 1.9470 0.045 0.177 -0.223
H 0.5203 2.3771 1.2789 -0.125 -0.224 -0.061
H -1.7688 2.7454 1.0929 -0.108 -0.310 -0.028
H -2.1012 1.1184 1.8227 0.007 0.227 -0.226
H -2.7777 1.5607 0.2239 -0.057 0.005 -0.014
Tm -1.2136 0.1089 -1.6566 0.431 0.456 -0.010
H -2.7252 0.2947 -2.7938 -0.150 -0.095 0.189
```
Forces are in eV/Å.

3.
Molecular formula: CH3ClN2O2
Method: DFT, ωB97M-V/def2-TZVPD

HOMO level = -10.40 eV
gap between HOMO and LUMO = 0.384 Eh
relative energy (zero: lowest compared OMol25 entry of this formula, charge and spin) = 190.2 kJ/mol
SMILES string = [O-]/[NH+]=N/[C@H](O)Cl

Structure (XYZ):
```
9
Properties=species:S:1:pos:R:3:forces:R:3
O -2.7172 -0.8730 -0.1550 2.124 1.292 0.200
N -1.6001 -0.2872 -0.0014 -2.078 2.431 1.264
N -0.5050 -0.8509 0.0687 1.714 0.709 -1.004
C 0.8388 -0.0064 0.2670 -0.927 0.162 1.447
O 1.2899 1.2220 -0.2675 -1.034 -1.974 -3.100
Cl 1.9775 -1.2261 -0.3001 0.361 -0.260 0.511
H -1.6452 0.8321 0.2638 -0.030 -2.709 -1.135
H 0.7802 0.2362 1.3579 0.620 -0.836 -0.702
H 1.5811 0.9534 -1.2335 -0.749 1.184 2.519
```
Forces are in eV/Å.

4.
Molecular formula: C14H16BCl3FO5
Method: DFT, ωB97M-V/def2-TZVPD

HOMO level = -6.00 eV
gap between HOMO and LUMO = 0.320 Eh
net charge = -1

Structure (XYZ):
```
40
Properties=species:S:1:pos:R:3:forces:R:3
Cl -2.4673 2.7427 -3.4400 0.175 -0.117 0.590
B -2.2861 2.4633 -1.5503 -0.085 -0.335 -0.134
Cl -2.4050 4.1309 -0.6902 0.279 -0.023 0.041
Cl -3.7485 1.4487 -0.9401 0.028 -0.040 -0.011
O -1.0268 1.7881 -1.3417 0.361 -1.142 -0.125
C -0.5446 1.1471 -0.2014 -1.911 1.520 2.320
C 0.8220 1.7789 0.1898 -0.610 -0.098 0.346
C 1.1500 2.0006 1.5426 0.525 0.139 -0.678
C 2.4365 2.4304 1.8942 -0.081 -0.091 -0.436
C 3.3885 2.6970 0.8993 -0.314 -0.675 -0.292
C 3.0109 2.5849 -0.4522 -0.207 0.042 0.256
C 1.7162 2.1904 -0.8092 0.031 -0.206 0.409
H -1.2499 1.1886 0.6761 0.195 1.770 -0.554
H 0.4223 1.8567 2.3356 0.032 -0.243 -0.216
H 2.6914 2.4783 2.9535 0.016 0.188 -0.279
H 4.4378 2.8749 1.1567 -0.457 0.182 -0.046
H 3.7373 2.7529 -1.2499 -0.170 0.157 0.290
H 1.3841 2.1843 -1.8531 0.245 -0.218 0.431
C -2.3965 -2.3317 3.9854 -0.113 -0.209 -0.222
C -1.0997 -1.8944 3.3514 0.293 0.541 -0.602
O -1.4447 -1.2240 2.0787 0.116 -0.443 -0.010
C -0.3683 -0.8385 1.3695 1.273 -0.056 0.843
C -0.6374 -0.4379 -0.0816 -0.141 -0.560 -1.446
F -1.8520 -1.0185 -0.4110 -0.022 1.080 0.142
C 0.3440 -0.9053 -1.0985 2.440 -0.906 -0.172
O 1.5465 -0.7658 -0.9559 -1.037 -0.256 -0.030
O -0.1980 -1.4458 -2.1893 0.320 -0.602 -0.220
C 0.7722 -2.1706 -3.0212 -0.127 0.549 0.315
C 0.0200 -2.6713 -4.2289 -0.186 -0.189 0.032
O 0.7273 -0.7811 1.8732 -0.256 -0.262 -0.424
H -2.2610 -2.6204 5.0353 0.105 0.053 -0.259
H -3.1441 -1.5329 3.9387 0.130 -0.179 -0.018
H -2.7431 -3.2064 3.4216 -0.303 0.245 0.253
H -0.5037 -1.2087 3.9697 -0.244 -0.169 -0.236
H -0.4742 -2.7582 3.0797 -0.072 0.328 0.229
H 1.6061 -1.4994 -3.2654 -0.283 -0.201 0.087
H 1.1426 -3.0092 -2.4127 0.095 0.329 -0.185
H 0.7075 -3.0329 -5.0054 -0.102 0.073 0.250
H -0.6076 -3.5089 -3.8975 -0.073 0.244 -0.361
H -0.6050 -1.8770 -4.6553 0.133 -0.220 0.120
```
Forces are in eV/Å.

Result set for max |F|: 0.54, 1.62, 3.82, 3.37 eV/A, one per record in the order listed.
Result set for DFT total energy: -83465.640, -41048.278, -20678.993, -65982.277 eV, one per record in the order listed.